No. 1
DFT (ωB97M-V/def2-TZVPD) results for C33H50IN3OPSn as an isolated structure in a non-equilibrium geometry.

Output
- multiplicity = 1
- net charge = +3
- total energy (eV) = -64745.0096

Last column: Löwdin charge in e.
Cartesian coordinates (Å):
Sn (0.86565, -0.06350, 0.51841)  1.347
C (1.97935, 4.97686, 0.37697)  -0.033
C (2.17121, 4.56560, 1.84009)  -0.335
C (0.94944, 4.92883, 2.68106)  -0.034
C (2.66442, 3.16366, 2.00254)  -0.115
C (3.50780, 2.58474, 1.03479)  0.018
C (4.07229, 1.33964, 1.22429)  -0.009
C (3.84945, 0.62088, 2.40938)  -0.232
C (4.63851, -0.59750, 2.71481)  0.015
C (2.94986, 1.15862, 3.34487)  0.014
C (2.38432, 2.40264, 3.15116)  0.030
H (1.50596, 5.95278, 0.33389)  0.100
H (1.34454, 4.25558, -0.13747)  0.063
H (2.92086, 5.05941, -0.15980)  0.089
H (2.99301, 5.19299, 2.23465)  0.188
H (0.09308, 4.30365, 2.42421)  0.064
H (0.68138, 5.96514, 2.49699)  0.102
H (1.14010, 4.83030, 3.74544)  0.089
H (3.78389, 3.14728, 0.15694)  0.128
H (4.78174, 0.95666, 0.50217)  0.142
H (5.52031, -0.30669, 3.29410)  0.135
H (5.00189, -1.08041, 1.81056)  0.100
H (4.07901, -1.30041, 3.32804)  0.099
H (2.77965, 0.63097, 4.27385)  0.143
H (1.75903, 2.81214, 3.92825)  0.127
C (1.49617, 1.55397, -2.55942)  -0.164
N (0.64099, 1.47682, -1.39757)  -0.048
C (-0.30021, 2.36134, -1.26187)  -0.072
C (-1.03171, 2.42853, -0.07013)  -0.280
C (-1.98927, 3.38019, 0.35331)  0.039
C (-2.25973, 3.09833, 1.67466)  0.013
C (-1.46801, 1.98225, 2.01278)  -0.074
N (-0.73797, 1.56737, 0.97401)  -0.093
C (0.76722, 1.09426, -3.80407)  -0.228
C (0.60843, 1.92683, -4.90567)  -0.028
C (0.06499, 1.42349, -6.07584)  -0.039
C (-0.36915, 0.10309, -6.12872)  -0.040
C (-0.24375, -0.72341, -5.01813)  -0.059
C (0.31277, -0.22488, -3.85777)  -0.066
H (2.36397, 0.90604, -2.38473)  0.126
H (1.84253, 2.58139, -2.70346)  0.134
H (-0.50947, 3.09377, -2.03857)  0.167
H (-2.41456, 4.15625, -0.25203)  0.138
H (-2.93146, 3.61239, 2.33309)  0.133
H (-1.41704, 1.47698, 2.96163)  0.138
H (0.94666, 2.95159, -4.87500)  0.118
H (-0.00984, 2.05397, -6.94868)  0.121
H (-0.81599, -0.27727, -7.03270)  0.119
H (-0.57121, -1.75153, -5.06809)  0.113
H (0.44812, -0.85035, -2.98079)  0.083
N (3.07629, -4.04921, 1.32967)  0.194
C (2.01937, -3.46239, 1.85077)  -0.631
O (1.59607, -2.36917, 1.43421)  -0.252
C (1.30450, -4.12049, 3.00915)  -0.529
I (1.68177, -6.23767, 3.33760)  0.888
H (3.58196, -3.61505, 0.57101)  0.134
H (3.40968, -4.94459, 1.66511)  0.052
H (0.22947, -3.99529, 2.88802)  0.034
H (1.58813, -3.60598, 3.92824)  0.062
C (-3.59604, 0.16283, -1.54404)  -0.091
C (-2.72144, -1.06525, -1.78448)  -0.512
C (-3.52586, -2.20278, -2.41406)  -0.085
P (-1.83998, -1.58870, -0.21178)  1.097
C (-2.96453, -1.36848, 1.27925)  -0.532
C (-4.30493, -2.09428, 1.20903)  -0.077
C (-2.20620, -1.77146, 2.53856)  -0.118
C (-1.12398, -3.32841, -0.33291)  -0.527
C (-2.09592, -4.49756, -0.46223)  -0.075
C (-0.09863, -3.33945, -1.46346)  -0.118
H (-3.92005, 0.55168, -2.50889)  0.099
H (-3.06016, 0.95808, -1.02778)  0.049
H (-4.49099, -0.08670, -0.98001)  0.080
H (-1.91627, -0.77034, -2.47151)  0.076
H (-4.17104, -2.69004, -1.68895)  0.077
H (-2.88623, -2.94343, -2.88610)  0.070
H (-4.16181, -1.78768, -3.19468)  0.098
H (-3.14992, -0.28678, 1.30125)  0.089
H (-4.18292, -3.17114, 1.16458)  0.072
H (-4.91869, -1.77414, 0.37332)  0.069
H (-4.85672, -1.86763, 2.12117)  0.099
H (-2.10914, -2.85271, 2.59285)  0.081
H (-2.76092, -1.45161, 3.41794)  0.095
H (-1.20951, -1.31573, 2.57687)  0.042
H (-0.58581, -3.42868, 0.61787)  0.070
H (-2.61592, -4.49820, -1.41293)  0.070
H (-2.82634, -4.51874, 0.33924)  0.066
H (-1.52689, -5.42490, -0.40383)  0.096
H (-0.57679, -3.22005, -2.43282)  0.074
H (0.43452, -4.28791, -1.47314)  0.098
H (0.64264, -2.54126, -1.32851)  0.029

Force components x, y, z for each atom (eV/Å):
-1.4864 -0.4645 -0.5433
0.1554 -0.0843 0.0027
-0.0058 0.2275 0.0261
0.0184 -0.2195 0.0944
-0.0999 0.7495 -0.1174
0.8892 -0.9572 -0.4396
0.0165 1.3006 -0.9138
0.5510 -0.8199 0.2720
-0.3528 0.0815 -0.2407
-0.7929 1.0207 0.6237
0.0961 -1.1260 0.8549
-0.0522 0.0516 -0.0073
-0.0968 0.0059 -0.0983
0.0300 -0.0042 -0.0775
0.1041 -0.1452 -0.0278
-0.0581 0.0023 -0.0394
-0.0209 0.0403 -0.0006
-0.0251 0.0405 0.1263
-0.0504 0.0307 -0.0943
-0.0422 -0.0377 -0.0710
0.1196 0.0919 0.1091
0.0287 -0.0151 -0.0261
-0.0319 -0.0261 0.0766
-0.0861 -0.0551 0.0102
-0.0850 0.0456 0.0441
0.3576 -0.2150 -0.7198
-0.7603 0.2797 1.0607
0.5910 -0.2100 -0.8950
-0.0693 -0.3070 0.9291
-0.6533 0.2448 0.8532
-0.4962 1.0539 -1.2129
0.9767 -1.1508 -0.3918
0.2385 -0.1532 0.4922
-0.1048 -0.1989 -0.1033
0.2002 -0.1010 0.1930
-0.2203 -0.3030 -0.0232
0.0201 0.2011 0.0375
-0.1590 0.0558 -0.0373
0.3162 0.2723 0.1456
-0.1031 0.2025 -0.0035
0.0308 -0.0330 0.0933
0.0815 0.0392 -0.1010
-0.0933 0.2124 -0.1186
-0.1818 0.1282 0.1195
-0.0109 -0.0787 0.1968
0.1108 0.1318 0.0249
-0.0692 0.0519 -0.0448
0.0277 -0.0726 -0.1459
-0.0394 -0.0766 -0.0245
-0.0027 -0.1662 -0.0853
0.6385 -0.2320 -0.2233
-0.4010 -0.2267 0.2684
-0.0222 0.3223 -0.0412
0.0342 -0.5453 0.2114
-0.1275 0.7299 -0.1227
-0.1426 -0.0054 0.0468
-0.1521 0.0448 0.0151
0.1196 -0.0240 -0.0907
0.0556 -0.0646 -0.0476
0.0710 -0.0661 -0.0323
0.3654 -0.2061 0.2916
0.0242 0.1529 -0.1124
1.1330 0.3561 0.2363
0.3308 -0.1696 -0.6005
-0.0779 0.1595 0.0625
0.0827 0.2252 -0.1055
-0.3384 0.4655 0.0856
0.0302 -0.0197 0.1042
0.0917 0.2326 0.1913
-0.0148 0.0281 -0.0182
0.0093 0.1117 0.1096
-0.0532 0.0408 0.1040
-0.0742 -0.1228 0.1419
-0.0895 -0.0986 0.0218
0.0128 -0.0897 0.0429
-0.0535 0.0243 -0.0640
0.0276 -0.0598 -0.0706
0.0061 -0.1042 -0.0217
-0.0357 -0.0146 -0.1012
-0.0862 -0.0208 0.0320
0.1311 -0.1221 0.0369
-0.0425 0.0045 0.0967
0.0352 -0.1182 0.0729
-0.0695 0.1140 -0.0632
-0.0724 -0.0089 -0.0569
-0.0982 -0.0300 0.0538
0.0384 -0.0598 0.0044
-0.0095 0.0395 -0.1350
0.0234 -0.0798 0.0018
-0.0102 -0.1040 -0.1071



No. 2
DFT (ωB97M-V/def2-TZVPD) results for C2H4NP in the gas phase in a non-equilibrium geometry.

Output
- multiplicity = 1
- ΔE to the lowest compared entry with this formula, charge and spin (kcal/mol) = 38.3

Last column: Löwdin charge in e.
Cartesian coordinates (Å):
C (0.89606, 0.37062, -0.00537)  -0.031
C (-0.60259, 0.15899, 0.01830)  -0.107
N (-1.78328, 0.15476, -0.02782)  -0.299
P (-3.60442, -0.08091, 0.00500)  0.472
H (1.30237, 0.51896, -1.10601)  0.132
H (1.33148, -0.45644, 0.50296)  0.066
H (1.10253, 1.28085, 0.43443)  0.040
H (-4.01939, 1.17782, -0.54115)  -0.273

Force components x, y, z for each atom (eV/Å):
-1.6796 -0.9862 -3.3693
-2.0403 0.7390 -0.5907
1.9768 0.1489 0.0233
0.8860 -0.2856 0.1342
-0.9914 -0.8463 2.0726
0.6737 -0.5007 0.2444
0.4182 1.7930 1.4180
0.7566 -0.0620 0.0675